# 1
This record from the Open Molecules 2025 dataset describes 2 unconnected molecules or ions with the total composition C2H2O3. The level of theory is wB97M-V/def2-TZVPD.

Last column: Mulliken charge in e.
CARTESIAN COORDINATES (ANGSTROEM)
C: -0.5475 0.1703 -1.4791  0.820
C: 0.4883 0.4139 0.5513  -0.197
O: -0.0169 0.7893 -2.3247  -0.390
O: -1.2179 -0.5766 -0.8259  -0.444
O: 1.0566 -0.6198 1.0784  -0.276
H: -0.4952 0.7064 1.0073  0.147
H: 0.7325 -0.8835 1.9927  0.339

Gap between HOMO and LUMO (eV): 9.31
Highest occupied orbital energy (eV): -9.10
LUMO (eV): 0.21

=====

# 2
This record from the Open Molecules 2025 dataset describes a single C2H2O3S molecule. The level of theory is wB97M-V/def2-TZVPD.

Last column: Mulliken charge in e.
CARTESIAN COORDINATES (ANGSTROEM)
C: -0.6618 -0.3445 0.2686  -0.058
C: 0.5842 -1.2129 0.0869  -0.073
O: -0.4066 1.8928 -1.0847  -0.394
O: -1.1096 2.0558 1.2085  -0.440
O: 0.1939 -0.7719 -1.1787  -0.360
S: -0.4609 1.3464 0.2133  0.847
H: 1.5531 -0.6766 0.3360  0.242
H: 0.3078 -2.2892 0.1501  0.235

Gap between HOMO and LUMO (alpha / beta) (eV): 8.60 / 8.60
Highest occupied orbital energy (alpha / beta) (eV): -10.63 / -10.63
LUMO (alpha / beta) (eV): -2.02 / -2.02
Structure (SMILES): O=S(=O)=C1CO1

=====

# 3
This record from the Open Molecules 2025 dataset describes 2 unconnected molecules or ions with the total composition C2H2O3S. The level of theory is wB97M-V/def2-TZVPD.

Last column: Mulliken charge in e.
CARTESIAN COORDINATES (ANGSTROEM)
C: 0.4381 -1.3773 -0.5772  0.993
C: 0.1078 -0.1716 -0.9250  -1.252
O: 0.7653 -2.3940 -0.1436  -0.300
O: 0.0504 2.1680 0.9394  -0.437
O: -0.3986 0.1018 2.1804  -0.424
S: -0.7765 0.9995 1.1203  0.763
H: -1.0333 0.0951 -1.4647  0.304
H: 0.8468 0.5784 -1.1296  0.351

Gap between HOMO and LUMO (eV): 9.36
Highest occupied orbital energy (eV): -9.90
LUMO (eV): -0.54

=====

# 4
This record from the Open Molecules 2025 dataset describes a single C2H2O3S molecule. The level of theory is wB97M-V/def2-TZVPD.

Last column: Mulliken charge in e.
CARTESIAN COORDINATES (ANGSTROEM)
C: -1.6233 -0.4399 0.9231  0.219
C: -0.2058 -0.1035 0.2299  -0.360
O: -3.8689 -1.0527 -0.3333  -0.467
O: -3.5297 1.3374 0.2384  -0.458
O: -0.9326 -1.3936 0.1998  -0.233
S: -2.9747 0.1035 -0.1497  0.768
H: -0.3820 0.3434 -0.7084  0.284
H: 0.7397 0.1801 0.8303  0.247

Gap between HOMO and LUMO (alpha / beta) (eV): 7.90 / 7.91
Highest occupied orbital energy (alpha / beta) (eV): -10.23 / -10.25
LUMO (alpha / beta) (eV): -2.33 / -2.34
Structure (SMILES): O=S(=O)=C1CO1

=====

# 5
This record from the Open Molecules 2025 dataset describes a molecular structure, C2H2O3S. The level of theory is wB97M-V/def2-TZVPD.

Last column: Mulliken charge in e.
CARTESIAN COORDINATES (ANGSTROEM)
C: 0.6093 0.8101 -0.1639  -0.203
C: -0.1063 -0.2111 -0.5620  0.267
O: 0.0228 -0.0586 2.6740  -0.422
O: -0.1789 -1.2854 0.3824  -0.324
O: -0.7339 -0.4267 -1.7236  -0.502
S: 0.8508 -0.4953 1.5964  0.483
H: 1.1813 1.7966 -0.2509  0.335
H: -1.6452 -0.1296 -1.9524  0.367

Gap between HOMO and LUMO (eV): 9.44
Highest occupied orbital energy (eV): -9.42
LUMO (eV): 0.01

=====

# 6
This record from the Open Molecules 2025 dataset describes 2 unconnected molecules or ions with the total composition C2H2O3S. The level of theory is wB97M-V/def2-TZVPD.

Last column: Mulliken charge in e.
CARTESIAN COORDINATES (ANGSTROEM)
C: 2.0439 -0.5741 0.3548  0.309
C: -1.1445 -0.0051 -0.6401  0.074
O: 2.8963 -0.8393 -0.3748  -0.254
O: -3.6618 0.0292 -0.1013  -0.454
O: 0.0843 -0.4126 -0.6537  -0.507
S: -2.4432 -0.6998 0.2574  0.329
H: 1.6895 -0.6895 1.4787  0.258
H: -1.5764 0.9502 -1.2732  0.245

Gap between HOMO and LUMO (alpha / beta) (eV): 8.85 / 5.08
Highest occupied orbital energy (alpha / beta) (eV): -9.12 / -7.30
LUMO (alpha / beta) (eV): -0.28 / -2.22